w:
The following is a quantum chemistry calculation of 2 unconnected molecules or ions with the total composition C4H6F2O, from OMol25.

```
! wB97M-V def2-TZVPD RIJCOSX def2/J DEFGRID3
* xyz 0 1
C 0.13 -0.73 -0.98
C -0.51 -1.94 -0.57
C 0.31 1.97 0.30
C 0.21 0.59 0.85
O 0.73 -0.40 -1.94
F -0.90 0.15 1.49
F 1.26 0.22 1.63
H -1.66 -1.69 -0.49
H -0.17 -2.31 0.41
H -0.35 -2.59 -1.35
H -0.68 2.15 -0.01
H 0.53 2.45 1.18
H 1.10 2.12 -0.52
*
```

Summary:
* frontier orbital gap: 8.8 eV
* highest occupied orbital energy: -7.9 eV

Atomic charges from the Mulliken analysis, expressed in e, are listed below: C 0.622; C -1.080; C -1.040; C 0.610; O -0.461; F -0.281; F -0.288; H 0.249; H 0.294; H 0.417; H 0.321; H 0.387; H 0.252

***

x:
The following is a quantum chemistry calculation of C4H6F2O in the gas phase, from OMol25.

```
! wB97M-V def2-TZVPD RIJCOSX def2/J DEFGRID3
* xyz 0 1
C -0.08 0.01 0.09
C -1.53 -0.03 0.33
C 0.63 1.21 -0.53
C 0.81 -1.26 0.13
O -0.72 0.17 1.38
F -2.33 -1.08 0.21
F -2.26 1.00 -0.11
H 1.73 1.33 -0.44
H 0.35 2.16 0.09
H 0.44 1.19 -1.66
H 0.63 -1.95 -0.66
H 0.48 -1.82 1.06
H 1.85 -0.93 0.12
*
```

Summary:
* frontier orbital gap: 11.9 eV
* highest occupied orbital energy: -11.0 eV

Atomic charges from the Mulliken analysis, expressed in e, are listed below: C 0.764; C 0.907; C -1.301; C -1.305; O -0.492; F -0.248; F -0.258; H 0.380; H 0.318; H 0.255; H 0.296; H 0.338; H 0.346

***

y:
The following is a quantum chemistry calculation of a molecular structure, C4H6F2O, from OMol25.

```
! wB97M-V def2-TZVPD RIJCOSX def2/J DEFGRID3
* xyz 0 1
C -1.08 0.59 1.00
C -0.33 -0.23 -0.03
C 0.50 0.60 -1.01
C 0.98 -0.15 0.18
H -0.49 1.63 1.09
H -1.10 -0.17 1.89
H -2.06 0.81 0.61
H -0.06 -2.19 -0.45
H 0.72 1.57 -1.31
H 1.38 0.35 1.04
O -0.95 -1.32 -0.58
F 0.88 -0.27 -2.16
F 1.61 -1.22 -0.26
*
```

Summary:
* frontier orbital gap: 10.2 eV
* highest occupied orbital energy: -9.6 eV

Atomic charges from the Mulliken analysis, expressed in e, are listed below: C -1.101; C 0.629; C -0.233; C -0.082; H 0.251; H 0.271; H 0.366; H 0.407; H 0.428; H 0.350; O -0.654; F -0.322; F -0.311

***

How do the energies compare? Relative to the most stable structure, in hartree: w 0.0502; x 0.0000; y 0.1184.